DFT (the ωB97M-V functional and the def2-TZVPD basis) results for an isolated molecule of C23H23N3O5.

Calculated values
- SMILES = CC(C)(C)c1ccc(OCc2ccc(C(=O)N/N=C/c3ccc([N+](=O)[O-])cc3)o2)cc1
- energy relative to the best compared isomer or geometry (same formula, charge and spin) (kcal per mole) = 170.3

Cartesian coordinates (Å):
1 C -2.661 -0.764 1.755
2 C -2.534 -2.016 0.882
3 C -3.530 -1.891 -0.277
4 C -2.901 -3.242 1.733
5 C -1.117 -2.223 0.367
6 C -0.858 -3.210 -0.584
7 C 0.420 -3.467 -1.030
8 C 1.506 -2.754 -0.525
9 O 2.732 -3.104 -1.031
10 C 3.881 -2.443 -0.560
11 C 3.857 -0.976 -0.852
12 C 3.253 -0.279 -1.863
13 C 3.419 1.084 -1.550
14 C 4.128 1.124 -0.377
15 C 4.572 2.271 0.434
16 O 5.657 2.413 0.944
17 N 3.590 3.237 0.574
18 N 2.336 2.972 0.237
19 C 1.370 3.769 0.465
20 C 0.034 3.365 0.080
21 C -1.055 4.218 0.287
22 C -2.325 3.830 -0.083
23 C -2.513 2.584 -0.672
24 N -3.835 2.183 -1.073
25 O -4.760 2.911 -0.780
26 O -3.944 1.139 -1.683
27 C -1.441 1.719 -0.882
28 C -0.178 2.108 -0.502
29 O 4.404 -0.132 0.038
30 C 1.267 -1.776 0.428
31 C -0.027 -1.517 0.854
32 H -2.089 -0.863 2.675
33 H -3.704 -0.616 2.026
34 H -2.321 0.121 1.221
35 H -3.303 -1.031 -0.902
36 H -3.531 -2.776 -0.905
37 H -4.536 -1.762 0.116
38 H -2.873 -4.150 1.135
39 H -3.902 -3.130 2.143
40 H -2.199 -3.355 2.557
41 H -1.666 -3.800 -0.987
42 H 0.607 -4.231 -1.768
43 H 4.016 -2.588 0.521
44 H 4.712 -2.931 -1.081
45 H 2.742 -0.696 -2.707
46 H 3.074 1.924 -2.118
47 H 3.838 4.085 1.092
48 H 1.500 4.745 0.944
49 H -0.899 5.186 0.738
50 H -3.178 4.473 0.069
51 H -1.614 0.756 -1.337
52 H 0.667 1.454 -0.645
53 H 2.072 -1.205 0.864
54 H -0.160 -0.744 1.594

Atoms 1-3, force components in eV/Å:
C 0.0524 -0.2150 -0.1455
C -0.1869 -0.0275 0.1179
C 0.1605 -0.0017 0.1061



DFT (the ωB97M-V functional and the def2-TZVPD basis) results for an isolated molecule of C23H23N5O3.

Calculated values
- SMILES = O=C(c1ccccc1)N1CCN(c2ccc([N+](=O)[O-])c(NCc3cccnc3)c2)CC1
- energy relative to the best compared isomer or geometry (same formula, charge and spin) (kcal per mole) = 45.3

Cartesian coordinates (Å):
1 O 4.133 2.877 0.172
2 C 3.604 1.818 -0.109
3 C 4.404 0.570 -0.298
4 C 5.218 0.121 0.735
5 C 6.018 -0.993 0.554
6 C 6.026 -1.652 -0.664
7 C 5.235 -1.194 -1.704
8 C 4.424 -0.088 -1.524
9 N 2.263 1.714 -0.313
10 C 1.514 0.481 -0.345
11 C 0.648 0.396 0.923
12 N -0.220 1.545 1.042
13 C -1.510 1.539 0.580
14 C -2.395 2.586 0.931
15 C -3.702 2.535 0.549
16 C -4.222 1.463 -0.194
17 N -5.586 1.496 -0.508
18 O -6.248 2.460 -0.155
19 O -6.089 0.551 -1.128
20 C -3.355 0.400 -0.569
21 N -3.804 -0.642 -1.300
22 C -3.014 -1.785 -1.682
23 C -2.482 -2.544 -0.490
24 C -3.303 -2.839 0.593
25 C -2.769 -3.507 1.681
26 C -1.424 -3.848 1.650
27 N -0.634 -3.575 0.626
28 C -1.154 -2.947 -0.413
29 C -2.016 0.484 -0.173
30 C 0.560 2.764 1.110
31 C 1.431 2.887 -0.150
32 H 5.218 0.651 1.675
33 H 6.642 -1.343 1.363
34 H 6.656 -2.518 -0.806
35 H 5.251 -1.698 -2.659
36 H 3.815 0.280 -2.339
37 H 2.190 -0.373 -0.392
38 H 0.870 0.481 -1.233
39 H 0.073 -0.528 0.947
40 H 1.315 0.400 1.794
41 H -2.056 3.409 1.537
42 H -4.387 3.322 0.828
43 H -4.797 -0.620 -1.514
44 H -2.177 -1.479 -2.324
45 H -3.660 -2.442 -2.269
46 H -4.342 -2.543 0.582
47 H -3.379 -3.753 2.536
48 H -0.954 -4.359 2.479
49 H -0.466 -2.751 -1.228
50 H -1.359 -0.309 -0.480
51 H -0.084 3.636 1.186
52 H 1.204 2.721 1.994
53 H 2.090 3.754 -0.076
54 H 0.784 2.988 -1.030

Atoms 1-3, force components in eV/Å:
O 0.2425 0.0966 0.1604
C -0.0613 0.0121 -0.0933
C 0.3231 -0.0909 -0.0586



DFT (the ωB97M-V functional and the def2-TZVPD basis) results for an isolated molecule of C23H23NO3.

Calculated values
- SMILES = Oc1ccccc1[C@@H]1C[C@H](O)[C@@H](c2ccccc2)[C@H](c2ccccc2O)N1
- energy relative to the best compared isomer or geometry (same formula, charge and spin) (kcal per mole) = 93.1

Cartesian coordinates (Å):
1 O -3.231 -3.256 1.249
2 C -1.945 -3.770 1.355
3 C -1.905 -5.014 1.969
4 C -0.597 -5.554 2.114
5 C 0.576 -5.059 1.547
6 C 0.425 -3.799 1.012
7 C -0.811 -3.117 0.969
8 C -0.960 -1.693 0.452
9 C -0.532 -1.573 -0.970
10 C -0.874 -0.305 -1.747
11 O -0.683 -0.598 -3.155
12 C -0.040 0.920 -1.000
13 C -0.535 2.333 -1.558
14 C -1.829 2.742 -1.470
15 C -2.280 3.841 -2.187
16 C -1.353 4.663 -2.879
17 C -0.038 4.225 -2.967
18 C 0.318 3.061 -2.348
19 C -0.023 0.733 0.578
20 C 1.303 1.268 1.116
21 C 1.342 2.581 1.463
22 C 2.516 3.218 1.793
23 C 3.736 2.555 1.754
24 C 3.758 1.173 1.388
25 C 2.550 0.535 1.095
26 O 2.522 -0.706 0.482
27 N -0.136 -0.699 1.200
28 H -3.830 -3.921 0.886
29 H -2.706 -5.535 2.392
30 H -0.529 -6.404 2.790
31 H 1.627 -5.416 1.802
32 H 1.300 -3.182 0.861
33 H -1.936 -1.278 0.494
34 H 0.535 -1.847 -0.944
35 H -1.018 -2.432 -1.484
36 H -1.904 0.080 -1.587
37 H -0.757 0.287 -3.632
38 H 1.029 0.735 -1.327
39 H -2.532 2.121 -0.828
40 H -3.406 4.074 -2.085
41 H -1.689 5.593 -3.394
42 H 0.672 4.965 -3.290
43 H 1.351 2.802 -2.359
44 H -0.773 1.299 1.134
45 H 0.413 3.092 1.348
46 H 2.446 4.223 2.171
47 H 4.562 3.192 1.909
48 H 4.600 0.540 1.305
49 H 1.598 -0.988 0.396
50 H -0.326 -0.707 2.187

Atoms 1-3, force components in eV/Å:
O 0.2115 1.0502 -0.5390
C -2.4499 -1.6906 0.6156
C 4.5221 0.1789 -0.6095



DFT (the ωB97M-V functional and the def2-TZVPD basis) results for a cluster of 2 separate species, C23H23NO3 in total.

Calculated values
- energy relative to the best compared isomer or geometry (same formula, charge and spin) (kcal per mole) = 106.3

Cartesian coordinates (Å):
1 C 2.031 -3.164 -2.618
2 C 0.971 -2.105 -2.510
3 C 1.161 -0.837 -3.187
4 C -0.021 -0.077 -3.628
5 C 0.316 1.118 -4.528
6 C 1.558 1.828 -4.047
7 O 2.682 0.916 -3.880
8 C 2.507 -0.382 -3.530
9 O 3.515 -1.097 -3.528
10 O -0.073 -2.338 -1.875
11 H 2.937 -2.735 -3.065
12 H 2.250 -3.557 -1.621
13 H 1.641 -3.987 -3.230
14 H -0.688 -0.752 -4.189
15 H -0.576 0.273 -2.747
16 H 0.450 0.765 -5.560
17 H -0.521 1.821 -4.515
18 H 1.914 2.558 -4.782
19 H 1.373 2.324 -3.082
20 C 1.888 3.757 2.053
21 N 1.027 2.586 2.003
22 C 0.799 1.866 0.877
23 C -0.114 0.811 1.159
24 C -0.590 -0.129 0.253
25 C -1.400 -1.267 0.593
26 C -1.056 -2.127 1.672
27 C -1.895 -3.171 2.057
28 C -3.125 -3.359 1.408
29 C -3.454 -2.564 0.298
30 C -2.580 -1.574 -0.137
31 C -0.475 0.972 2.577
32 C -1.400 0.384 3.429
33 C -1.469 0.802 4.768
34 C -0.642 1.829 5.249
35 C 0.253 2.484 4.389
36 C 0.288 2.058 3.069
37 H 1.988 4.094 3.088
38 H 2.878 3.511 1.642
39 H 1.470 4.574 1.446
40 H 1.292 2.106 -0.063
41 H -0.360 0.057 -0.792
42 H -0.112 -1.955 2.196
43 H -1.603 -3.822 2.885
44 H -3.814 -4.132 1.753
45 H -4.404 -2.712 -0.224
46 H -2.794 -0.982 -1.031
47 H -2.049 -0.396 3.046
48 H -2.169 0.308 5.444
49 H -0.712 2.127 6.297
50 H 0.905 3.293 4.720

Atoms 1-3, force components in eV/Å:
C 0.4285 -0.2186 0.1956
C 0.2802 1.1781 -0.6632
C 1.9858 -0.5935 0.1259



DFT (the ωB97M-V functional and the def2-TZVPD basis) results for a structure of composition C23H23PSbV.

Calculated values
- total charge = -1
- E (a.u.) = -2415.621145
- spin multiplicity = 4

Cartesian coordinates (Å):
1 C -3.358 1.978 -1.295
2 C -2.892 2.564 -2.497
3 C -1.807 3.465 -2.166
4 C -1.649 3.474 -0.749
5 C -2.585 2.563 -0.179
6 V -1.416 -2.558 0.414
7 P -2.604 -2.390 -1.764
8 H -4.053 1.136 -1.192
9 H -3.223 2.306 -3.512
10 H -1.226 4.052 -2.901
11 H -2.730 2.373 0.883
12 H -0.932 4.103 -0.201
13 H -1.782 -2.971 -2.819
14 H -3.361 -1.364 -2.423
15 H -3.638 -3.407 -1.648
16 C -0.179 -4.303 0.977
17 C -0.397 -3.447 2.052
18 C 0.030 -2.099 1.959
19 C 0.418 -1.574 0.708
20 C 0.487 -2.437 -0.407
21 C 0.268 -3.799 -0.241
22 Sb -0.220 0.482 0.291
23 C 0.714 1.052 2.190
24 C 0.051 1.953 3.037
25 C 0.348 1.982 4.408
26 C 1.337 1.136 4.940
27 C 2.072 0.305 4.082
28 C 1.790 0.307 2.703
29 C 1.132 0.714 -1.467
30 C 2.448 1.135 -1.267
31 C 3.386 1.036 -2.316
32 C 3.007 0.525 -3.563
33 C 1.673 0.148 -3.764
34 C 0.734 0.260 -2.729
35 H -0.209 -5.368 1.138
36 H -0.818 -3.842 2.987
37 H 0.010 -1.481 2.867
38 H 0.845 -2.027 -1.345
39 H 0.533 -4.466 -1.048
40 H -0.737 2.601 2.647
41 H -0.210 2.639 5.083
42 H 1.525 1.101 6.017
43 H 2.836 -0.381 4.477
44 H 2.359 -0.379 2.064
45 H 2.779 1.493 -0.285
46 H 4.424 1.330 -2.147
47 H 3.743 0.410 -4.364
48 H 1.371 -0.266 -4.725
49 H -0.294 -0.064 -2.910

Atoms 1-3, force components in eV/Å:
C 1.1870 0.6874 1.4341
C 1.1823 0.2196 0.6305
C -0.7612 -0.4607 -0.1526



DFT (the ωB97M-V functional and the def2-TZVPD basis) results for a structure of composition C23H24AsFeN4S.

Calculated values
- total charge = +1
- energy relative to the best compared isomer or geometry (same formula, charge and spin) (kcal per mole) = 0.0

Cartesian coordinates (Å):
1 Fe 0.247 0.179 0.458
2 C 3.613 -1.392 -1.715
3 C 3.382 -2.753 -1.623
4 C 2.269 -3.198 -0.925
5 C 1.426 -2.266 -0.347
6 N 1.646 -0.938 -0.448
7 C 2.721 -0.520 -1.112
8 C 0.204 -2.624 0.415
9 C -0.206 -3.890 0.802
10 C -1.368 -4.002 1.555
11 C -2.088 -2.871 1.915
12 C -1.621 -1.636 1.494
13 N -0.512 -1.553 0.758
14 C -2.200 -0.304 1.791
15 C -3.411 -0.110 2.430
16 C -3.857 1.186 2.641
17 C -3.075 2.244 2.211
18 C -1.872 1.971 1.580
19 N -1.443 0.730 1.364
20 H 4.471 -0.999 -2.242
21 H 4.057 -3.462 -2.083
22 H 2.064 -4.255 -0.836
23 H 2.869 0.552 -1.150
24 H 0.367 -4.769 0.544
25 H -1.705 -4.977 1.877
26 H -2.978 -2.957 2.522
27 H -4.001 -0.954 2.758
28 H -4.801 1.363 3.139
29 H -3.381 3.269 2.364
30 H -1.214 2.761 1.242
31 S 1.436 0.193 2.474
32 C 2.052 1.598 1.673
33 C 3.204 2.316 2.016
34 C 3.582 3.364 1.209
35 C 2.832 3.673 0.067
36 C 1.733 2.898 -0.222
37 N 1.346 1.881 0.562
38 H 3.766 2.030 2.893
39 H 4.465 3.944 1.448
40 H 3.105 4.492 -0.582
41 H 1.130 3.083 -1.103
42 C -1.263 2.235 -2.396
43 As -0.898 0.477 -1.656
44 C -2.698 -0.257 -1.615
45 C -0.177 -0.435 -3.211
46 H -1.998 2.153 -3.196
47 H -0.349 2.665 -2.803
48 H -1.649 2.896 -1.621
49 H -3.157 -0.193 -2.601
50 H -3.303 0.302 -0.902
51 H -2.659 -1.301 -1.305
52 H -0.841 -0.316 -4.066
53 H -0.064 -1.496 -2.987
54 H 0.802 -0.026 -3.455

Atoms 1-3, force components in eV/Å:
Fe -0.2534 0.1688 -0.3913
C 0.0005 0.0503 0.0118
C -0.0381 -0.0331 0.0230



DFT (the ωB97M-V functional and the def2-TZVPD basis) results for a structure of composition C23H24BN4O2RuS.

Calculated values
- energy relative to the best compared isomer or geometry (same formula, charge and spin) (kcal per mole) = 0.9
- spin multiplicity = 6

Cartesian coordinates (Å):
1 Ru -0.770 0.023 -0.486
2 C 2.291 -0.366 -0.707
3 N 1.375 0.333 -1.633
4 C 1.423 -0.309 -2.953
5 C 1.691 1.738 -1.623
6 C 2.593 2.297 -2.510
7 C 3.015 3.610 -2.353
8 C 2.561 4.326 -1.257
9 C 1.638 3.775 -0.379
10 C 1.120 2.488 -0.585
11 N 0.140 1.867 0.177
12 C -0.748 2.544 1.020
13 C -1.117 3.888 0.929
14 C -2.066 4.431 1.784
15 C -2.685 3.648 2.742
16 C -2.374 2.297 2.806
17 C -1.434 1.751 1.952
18 N -1.158 0.333 1.909
19 C 0.093 -0.020 2.604
20 C -2.262 -0.517 2.368
21 H 3.319 -0.283 -1.074
22 H 2.229 0.091 0.279
23 H 2.021 -1.417 -0.641
24 H 2.456 -0.428 -3.297
25 H 0.970 -1.296 -2.885
26 H 0.869 0.291 -3.669
27 H 2.991 1.701 -3.322
28 H 3.714 4.047 -3.054
29 H 2.927 5.329 -1.077
30 H 1.319 4.342 0.481
31 H -0.700 4.498 0.144
32 H -2.336 5.475 1.679
33 H -3.422 4.069 3.413
34 H -2.889 1.664 3.518
35 H -0.044 0.051 3.688
36 H 0.375 -1.043 2.350
37 H 0.882 0.660 2.296
38 H -2.380 -0.466 3.456
39 H -3.183 -0.200 1.885
40 H -2.051 -1.548 2.093
41 S -1.701 1.361 -3.164
42 C -2.435 1.072 -1.754
43 N -2.855 0.776 -0.680
44 O -1.088 -3.035 0.581
45 B -0.503 -2.175 -0.354
46 O 0.225 -2.937 -1.280
47 C 0.071 -4.256 -0.908
48 C 0.583 -5.384 -1.503
49 C 0.258 -6.604 -0.907
50 C -0.544 -6.663 0.230
51 C -1.055 -5.506 0.818
52 C -0.724 -4.315 0.217
53 H 1.202 -5.325 -2.388
54 H 0.636 -7.521 -1.339
55 H -0.778 -7.625 0.665
56 H -1.682 -5.539 1.699

Atoms 1-3, force components in eV/Å:
Ru 0.4701 0.5583 0.4513
C 0.0587 0.0003 -0.0484
N -0.1407 -0.2841 -0.0900



DFT (the ωB97M-V functional and the def2-TZVPD basis) results for an isolated molecule of C23H24BrN3O4.

Calculated values
- SMILES = Cc1ccccc1C(=O)N[C@H](CC(C)C)C(=O)OCc1cc(=O)n2cc(Br)ccc2n1
- energy relative to the best compared isomer or geometry (same formula, charge and spin) (kcal per mole) = 0.0

Cartesian coordinates (Å):
1 C -0.193 -2.899 -1.839
2 C 0.700 -1.709 -1.998
3 C 2.079 -1.856 -2.081
4 C 2.905 -0.759 -2.256
5 C 2.362 0.511 -2.340
6 C 0.991 0.677 -2.237
7 C 0.161 -0.423 -2.072
8 C -1.321 -0.231 -1.938
9 O -2.145 -0.632 -2.729
10 N -1.633 0.479 -0.818
11 C -2.971 0.469 -0.265
12 C -3.548 1.854 0.060
13 C -2.627 2.873 0.754
14 C -1.617 3.499 -0.207
15 C -1.939 2.314 1.997
16 C -2.955 -0.449 0.958
17 O -3.546 -0.289 1.988
18 O -2.136 -1.484 0.709
19 C -1.498 -2.136 1.797
20 C -0.024 -1.858 1.627
21 C 0.915 -2.849 1.615
22 C 2.285 -2.567 1.350
23 O 3.209 -3.345 1.282
24 N 2.541 -1.161 1.131
25 C 3.818 -0.794 0.857
26 C 4.141 0.508 0.646
27 Br 5.926 0.982 0.243
28 C 3.143 1.505 0.713
29 C 1.864 1.132 0.971
30 C 1.524 -0.234 1.181
31 N 0.278 -0.563 1.413
32 H -0.750 -3.061 -2.761
33 H 0.386 -3.792 -1.615
34 H -0.922 -2.732 -1.049
35 H 2.510 -2.845 -2.013
36 H 3.974 -0.898 -2.335
37 H 3.001 1.369 -2.487
38 H 0.559 1.665 -2.306
39 H -0.893 0.573 -0.133
40 H -3.606 -0.005 -1.027
41 H -4.413 1.676 0.702
42 H -3.904 2.303 -0.869
43 H -3.288 3.682 1.089
44 H -2.130 3.937 -1.061
45 H -1.067 4.291 0.298
46 H -0.907 2.767 -0.578
47 H -1.382 3.103 2.498
48 H -2.677 1.922 2.691
49 H -1.247 1.509 1.755
50 H -1.708 -3.207 1.750
51 H -1.879 -1.724 2.739
52 H 0.653 -3.881 1.783
53 H 4.528 -1.610 0.827
54 H 3.408 2.539 0.555
55 H 1.066 1.853 1.035

Atoms 1-3, force components in eV/Å:
C -0.0653 -0.0928 -0.1132
C 0.0054 0.0491 0.0173
C -0.0859 -0.0100 -0.0121



DFT (the ωB97M-V functional and the def2-TZVPD basis) results for a cluster of 3 separate species, C23H24ClF2INO5S in total.

Calculated values
- total charge = -1
- E (a.u.) = -2677.589053

Cartesian coordinates (Å):
1 C -0.446 2.688 -4.233
2 C -0.151 1.559 -4.458
3 C 0.540 0.300 -4.669
4 C 1.016 -0.447 -3.421
5 O -0.071 -1.229 -2.892
6 S 0.391 -2.199 -1.706
7 O -0.691 -3.076 -1.422
8 O 1.606 -2.857 -2.106
9 C 0.821 -1.053 -0.369
10 C 2.093 -1.520 0.337
11 C 1.883 -2.704 1.296
12 C 2.432 -2.443 2.703
13 I 0.941 -2.247 4.216
14 C -0.270 -0.838 0.747
15 O 0.180 -0.090 1.647
16 O -1.403 -1.379 0.638
17 C 1.066 0.353 -0.986
18 Cl -0.489 1.246 -1.136
19 C 1.735 0.383 -2.355
20 N 3.139 -0.119 -2.231
21 H -0.680 3.709 -4.087
22 H 1.417 0.483 -5.277
23 H -0.135 -0.377 -5.187
24 H 1.749 -1.160 -3.786
25 H 2.461 -0.659 0.880
26 H 2.861 -1.792 -0.374
27 H 0.856 -3.046 1.326
28 H 2.470 -3.536 0.916
29 H 3.060 -1.564 2.714
30 H 3.063 -3.264 3.014
31 H 1.652 0.946 -0.301
32 H 1.804 1.428 -2.644
33 H 3.623 0.216 -3.058
34 H 3.560 0.424 -1.480
35 F 3.642 1.997 1.243
36 C 2.797 3.047 1.338
37 C 2.871 4.047 0.389
38 C 1.997 5.120 0.481
39 C 1.070 5.177 1.512
40 C 1.014 4.156 2.452
41 C 1.880 3.078 2.367
42 H 3.602 3.981 -0.406
43 H 2.037 5.909 -0.257
44 H 0.388 6.013 1.579
45 H 0.289 4.195 3.253
46 H 1.842 2.264 3.079
47 F -7.035 -3.865 2.965
48 C -6.229 -2.961 2.347
49 C -4.990 -3.367 1.892
50 C -4.170 -2.443 1.257
51 C -4.596 -1.133 1.098
52 C -5.844 -0.747 1.567
53 C -6.675 -1.667 2.195
54 H -4.675 -4.393 2.035
55 H -3.195 -2.732 0.891
56 H -3.943 -0.421 0.612
57 H -6.175 0.277 1.447
58 H -7.655 -1.388 2.563

Atoms 1-3, force components in eV/Å:
C -0.3846 1.0166 -0.1300
C 0.8892 -0.4701 0.0521
C -0.8160 -0.4280 0.5029



What did we get for max |F|? Answer: 1.39; 1.28; 4.57; 2.35; 2.08; 0.50; 0.86; 1.04; 1.95 eV Å⁻¹, in the order shown.